(1)
{
  "formula": "C4H11N3S",
  "method": "ωB97M-V/def2-TZVPD",
  "e_lumo_ha": -0.0054,
  "orbital_gap_ev": 9.1,
  "elements": ["C", "C", "C", "C", "N", "N", "N", "S", "H", "H", "H", "H", "H", "H", "H", "H", "H", "H", "H"],
  "xyz": [[-0.25891, 3.73853, -0.83483], [-0.65476, -2.50696, 0.32882], [-1.62374, -1.61433, 0.28764], [-1.63406, -0.46243, 1.13104], [2.61478, -2.19179, -1.55106], [2.96326, -0.34290, 0.14013], [-1.19388, 3.14622, -0.21531], [3.01294, -1.87753, -0.14240], [0.03366, 4.86444, -0.70211], [0.27762, 3.20770, -1.63498], [0.11449, -2.61173, 1.08360], [-0.69975, -3.26907, -0.43641], [-2.45157, -1.56489, -0.49641], [-1.68628, 0.40897, 0.45812], [-0.71093, -0.52126, 1.77163], [-2.52818, -0.58714, 1.71391], [2.38358, -1.45980, -2.31486], [3.57603, -0.20151, 0.97062], [-1.53431, 3.84548, 0.44286]],
  "atomic_forces_ev_per_a": [[0.39, 1.24, -0.65], [-0.68, -1.34, -1.17], [-0.33, -0.49, -2.05], [0.81, 0.89, 1.11], [-0.73, 0.00, -2.02], [1.15, -1.13, 0.80], [0.69, 0.88, 0.03], [-0.15, 2.30, -0.70], [-0.47, -2.01, -0.03], [-0.07, 0.15, 0.34], [-0.03, 0.47, 0.02], [0.32, -0.40, 0.11], [1.33, -0.75, 0.84], [0.11, 0.15, 0.84], [-1.01, 0.70, -0.41], [-0.50, 0.79, 0.72], [0.54, -1.20, 2.18], [-0.84, 0.04, -0.26], [-0.54, -0.29, 0.31]],
  "mulliken_charge": [-0.256, -0.796, 0.102, -0.748, -0.421, -0.489, -0.399, 0.385, 0.186, 0.246, 0.304, 0.229, 0.269, 0.133, 0.251, 0.259, 0.285, 0.240, 0.221]
}

(2)
{
  "formula": "C25H28CoN3O4P",
  "method": "ωB97M-V/def2-TZVPD",
  "e_lumo_ha": [-0.1587, -0.1587],
  "orbital_gap_ev": [7.3, 7.3],
  "charge": 1,
  "elements": ["Co", "C", "C", "N", "O", "C", "C", "N", "O", "H", "H", "H", "H", "H", "H", "H", "N", "C", "C", "C", "O", "O", "H", "H", "H", "H", "H", "H", "C", "C", "C", "C", "C", "C", "P", "C", "C", "C", "C", "C", "C", "C", "C", "C", "C", "C", "C", "H", "H", "H", "H", "H", "H", "H", "H", "H", "H", "H", "H", "H", "H", "H"],
  "xyz": [[1.57928, -0.39639, 0.11218], [0.67117, -1.25615, 4.06935], [0.83937, -1.18193, 2.59432], [1.38231, -0.20475, 1.96708], [1.92351, 0.83340, 2.67324], [0.44446, -2.25776, 1.69640], [-0.19816, -3.53059, 2.13587], [0.75920, -2.02728, 0.45621], [0.63532, -2.83290, -0.49768], [1.03081, -0.35208, 4.54753], [1.21311, -2.11643, 4.46679], [-0.38726, -1.40358, 4.29994], [2.73798, 0.99916, 2.13337], [0.39570, -4.02035, 2.91048], [-0.28412, -4.20198, 1.28784], [-1.19575, -3.34315, 2.54154], [1.92437, -0.96776, -1.70284], [3.37625, -1.19321, -2.00280], [4.18002, 0.07956, -1.78397], [4.33560, 0.45547, -0.33305], [5.41160, 0.64513, 0.16173], [3.18949, 0.54907, 0.37728], [1.40874, -1.84905, -1.79789], [1.54057, -0.34076, -2.40776], [3.47803, -1.52796, -3.03229], [3.72960, -1.99849, -1.35883], [3.68942, 0.90953, -2.30795], [5.17889, -0.02456, -2.19824], [-0.74007, 4.72017, 0.91168], [0.49501, 4.10482, 0.79578], [0.57132, 2.75526, 0.47500], [-0.59547, 2.02091, 0.27141], [-1.83723, 2.65233, 0.36304], [-1.90762, 3.99441, 0.69057], [-0.51348, 0.30830, -0.29196], [-0.87637, 0.48410, -2.06617], [0.05322, 1.22301, -2.80560], [-0.15650, 1.48401, -4.14986], [-1.30976, 1.01738, -4.77203], [-2.25180, 0.31417, -4.04006], [-2.04494, 0.04899, -2.69065], [-1.83990, -0.60672, 0.50794], [-2.35728, -0.14903, 1.71862], [-3.32345, -0.88866, 2.38994], [-3.76705, -2.09389, 1.86279], [-3.22770, -2.57329, 0.67632], [-2.26110, -1.84196, 0.00303], [-0.79839, 5.77030, 1.16748], [1.40321, 4.67137, 0.95670], [1.54134, 2.28818, 0.37235], [-2.74900, 2.09639, 0.17369], [-2.87205, 4.47913, 0.76616], [0.92894, 1.64241, -2.31554], [0.56806, 2.06379, -4.70736], [-1.47910, 1.22027, -5.82227], [-3.16328, -0.02711, -4.51579], [-2.80775, -0.47299, -2.13729], [-2.02419, 0.79882, 2.13179], [-3.73577, -0.51430, 3.31822], [-4.52584, -2.66570, 2.38122], [-3.55614, -3.52284, 0.27371], [-1.82937, -2.24625, -0.90071]],
  "atomic_forces_ev_per_a": [[0.18, -0.08, 0.05], [-0.05, -0.05, -0.04], [-0.08, -0.06, 0.10], [-0.16, 0.41, 0.35], [0.29, -0.09, -0.19], [-0.19, -0.44, 0.18], [0.08, 0.06, 0.13], [0.35, 0.16, -0.02], [-0.54, -0.81, -0.09], [0.00, 0.02, 0.01], [-0.01, 0.01, -0.04], [0.05, 0.01, 0.00], [-0.23, 0.18, 0.18], [-0.02, 0.01, -0.02], [-0.01, -0.02, -0.05], [0.07, 0.02, 0.00], [0.69, 0.36, -0.71], [-0.36, 0.13, 0.17], [-0.17, 0.04, -0.28], [-0.23, 0.02, 0.35], [-0.14, 0.12, 0.13], [0.08, -0.24, -0.46], [0.00, -0.07, 0.25], [0.18, -0.02, 0.04], [-0.01, -0.05, -0.10], [0.00, -0.02, 0.04], [0.05, -0.03, 0.01], [0.02, -0.05, -0.04], [-0.08, -0.02, 0.00], [0.02, -0.04, -0.01], [-0.09, -0.02, -0.01], [0.08, 0.09, 0.03], [-0.08, 0.05, -0.04], [0.05, 0.04, 0.00], [0.25, 0.43, -0.14], [-0.07, -0.07, -0.07], [-0.04, 0.17, -0.07], [-0.03, -0.02, 0.04], [0.04, 0.02, -0.01], [-0.04, -0.02, 0.03], [0.20, 0.04, 0.02], [0.02, -0.23, 0.07], [-0.07, 0.13, 0.13], [0.03, 0.00, -0.05], [0.02, 0.04, 0.04], [0.02, 0.06, -0.07], [-0.15, 0.09, 0.02], [0.00, -0.02, -0.01], [-0.02, -0.03, -0.01], [0.04, -0.01, 0.05], [0.03, 0.05, 0.00], [0.01, 0.00, 0.00], [-0.03, 0.00, -0.02], [-0.02, -0.02, 0.02], [0.01, -0.01, 0.05], [0.05, 0.01, 0.04], [-0.06, -0.10, 0.10], [-0.02, -0.17, -0.01], [0.02, -0.01, -0.02], [0.00, 0.01, 0.00], [0.01, 0.02, 0.00], [0.07, -0.01, -0.06]],
  "mulliken_charge": [-0.818, -1.645, 0.584, 0.870, -0.566, 0.736, -1.879, 1.183, -0.889, 0.426, 0.376, 0.323, 0.547, 0.462, 0.397, 0.261, -0.090, -0.791, -0.535, 0.252, -0.590, -0.828, 0.533, 0.233, 0.467, 0.417, 0.296, 0.336, -0.616, -1.014, -0.326, 0.305, -0.415, -0.878, 3.160, 0.687, -0.726, -0.837, -0.651, -0.722, -0.662, 0.568, -0.824, -0.810, -0.652, -1.015, -0.628, 0.422, 0.494, 0.297, 0.521, 0.449, 0.669, 0.453, 0.413, 0.454, 0.468, 0.484, 0.475, 0.431, 0.452, 0.507]
}

(3)
{
  "formula": "C2H8NS",
  "method": "ωB97M-V/def2-TZVPD",
  "e_lumo_ha": 0.1550,
  "orbital_gap_ev": 7.0,
  "charge": -1,
  "elements": ["S", "H", "C", "N", "C", "H", "H", "H", "H", "H", "H", "H"],
  "xyz": [[-1.73996, 0.92183, -0.88484], [-2.24878, 0.09266, -1.80961], [0.84765, -1.76317, 0.50840], [0.96952, -0.39503, 0.05188], [1.52823, 0.45972, 1.09211], [0.27506, -2.31498, -0.23483], [1.85663, -2.17377, 0.58235], [0.34459, -1.87221, 1.48175], [0.05069, -0.00927, -0.26037], [2.07064, 1.29513, 0.64639], [2.21213, -0.09227, 1.74108], [0.72154, 0.87499, 1.71968]],
  "atomic_forces_ev_per_a": [[-0.47, 0.25, -0.04], [0.03, -0.03, 0.00], [-0.11, 0.50, -0.32], [0.44, 0.02, 0.25], [-0.64, 0.10, -0.29], [0.02, -0.20, 0.01], [-0.01, -0.35, 0.10], [-0.05, -0.05, 0.10], [0.48, -0.29, 0.06], [0.04, 0.08, 0.05], [0.07, -0.05, -0.06], [0.20, 0.03, 0.14]],
  "mulliken_charge": [-0.868, -0.039, -0.845, -0.265, -0.849, 0.317, 0.285, 0.283, 0.130, 0.262, 0.325, 0.264]
}